No. 1
A cluster of 5 separate species, C22H46O6 in total in a non-equilibrium geometry. Source: OMol25; level of theory: the ωB97M-V functional and the def2-TZVPD basis.

Structure (XYZ):
```
74
Properties=species:S:1:pos:R:3:forces:R:3
C 5.98403 -0.35868 0.36021 0.3 0.3 0.0
C 4.88972 -0.10126 -0.05237 -0.3 0.5 -0.8
C 3.67119 0.42792 -0.69073 -0.3 0.0 1.5
C 2.37912 -0.31381 -0.34806 -0.1 0.6 1.3
O 1.37497 0.63733 -0.76345 -1.0 -0.1 -1.4
C 1.90014 1.90004 -0.91894 1.9 -1.2 1.8
O 1.40716 2.79589 -1.50239 -0.9 0.5 -0.5
C 3.22893 1.81593 -0.12015 -0.3 -0.7 -1.3
H 7.00987 -0.38693 0.65449 -0.2 -0.4 0.1
H 3.74757 0.58994 -1.77466 0.4 -0.5 0.1
H 2.23128 -0.34928 0.74690 0.6 -0.2 -0.2
H 2.24605 -1.35261 -0.66439 -0.3 0.5 -0.8
H 4.01385 2.54719 -0.30880 -0.6 0.4 0.3
H 2.87502 1.66517 0.90759 0.7 0.4 0.1
C 2.31498 1.48638 -7.67241 -0.2 0.0 0.1
C 3.11981 0.94594 -6.50262 0.0 0.0 -0.1
O 3.08307 1.77494 -5.35592 0.2 0.0 0.1
C 1.80355 1.98842 -4.77865 0.0 0.1 0.1
C 1.13620 0.71969 -4.28633 0.0 -0.2 -0.2
H 2.61133 2.51121 -7.90137 0.1 0.0 0.0
H 2.46950 0.86732 -8.55734 0.0 0.0 0.0
H 1.24533 1.49469 -7.45543 0.0 -0.1 0.0
H 4.16948 0.88165 -6.79314 0.0 0.1 0.1
H 2.80415 -0.07231 -6.24806 -0.1 0.0 0.0
H 1.15548 2.52708 -5.47870 0.0 -0.1 0.0
H 1.96562 2.64994 -3.92868 0.1 0.0 -0.1
H 0.89013 0.04831 -5.11192 -0.1 0.0 0.0
H 0.21561 0.95907 -3.75393 0.0 0.0 0.0
H 1.80323 0.17572 -3.61416 0.0 0.0 0.1
C 1.76781 -6.24074 2.33200 -0.2 0.0 -0.1
C 1.98605 -4.74956 2.52270 0.0 -0.1 0.1
O 1.86417 -3.99953 1.32738 0.2 0.2 -0.1
C 0.60157 -4.04704 0.68556 -0.1 0.0 0.0
C -0.53205 -3.50174 1.53515 0.0 -0.1 0.2
H 2.41485 -6.62565 1.54219 0.1 0.0 0.0
H 1.98234 -6.77659 3.25753 0.0 0.0 0.0
H 0.73720 -6.46416 2.05012 0.0 0.0 0.1
H 3.00306 -4.58184 2.87947 0.0 0.1 -0.1
H 1.31629 -4.35139 3.29287 0.0 -0.1 0.0
H 0.38481 -5.06523 0.34403 0.0 0.0 0.0
H 0.69332 -3.43121 -0.21103 0.2 0.0 0.0
H -0.71824 -4.12924 2.40880 -0.1 0.0 0.0
H -1.45400 -3.45712 0.95478 0.0 0.1 0.0
H -0.29523 -2.49992 1.89656 0.0 0.0 -0.1
C -5.28659 0.58596 0.97734 -0.1 -0.1 -0.1
C -3.84262 0.28076 0.61713 -0.1 0.1 0.0
O -3.45883 -1.05286 0.89894 0.2 -0.1 0.2
C -4.16768 -2.06830 0.21089 0.0 0.0 -0.1
C -4.02262 -1.99127 -1.29960 -0.1 0.2 0.0
H -5.48977 0.31226 2.01406 0.1 0.1 0.0
H -5.49443 1.64867 0.84437 0.0 0.0 0.0
H -5.98458 0.02984 0.34869 0.0 0.1 0.0
H -3.18786 0.91677 1.21350 0.1 -0.2 0.0
H -3.63823 0.52307 -0.43165 -0.1 0.0 0.0
H -5.22294 -2.06525 0.50496 0.0 0.0 -0.1
H -3.75125 -3.01581 0.55608 0.1 0.1 0.1
H -4.49521 -1.09488 -1.70468 0.0 0.0 0.0
H -4.49214 -2.85634 -1.77025 0.0 0.0 0.0
H -2.96894 -1.96288 -1.58320 0.0 -0.1 0.0
C -1.52356 5.16821 5.16193 0.0 0.0 -0.2
C -1.78484 3.72071 5.54260 0.1 0.1 0.0
O -2.75149 3.08365 4.72749 -0.2 -0.1 0.1
C -2.44045 2.98918 3.34921 0.1 0.0 -0.1
C -1.18165 2.18655 3.06574 0.1 0.1 0.1
H -2.45818 5.73000 5.12441 0.0 0.0 0.1
H -0.85800 5.63703 5.88801 0.0 0.0 0.0
H -1.05303 5.24796 4.18019 0.1 0.0 0.0
H -2.17987 3.68611 6.55870 -0.1 -0.1 -0.1
H -0.85302 3.14415 5.55107 0.0 0.1 0.0
H -2.38110 3.98764 2.90201 0.1 0.0 0.0
H -3.29074 2.49062 2.88133 -0.1 0.0 0.2
H -0.29073 2.68821 3.44856 0.0 0.0 -0.1
H -1.05067 2.05045 1.99063 0.0 0.0 0.0
H -1.23577 1.20559 3.54128 -0.1 0.0 -0.1
```
Forces are in eV/Å.

## Properties
* total energy: -35840.7915 eV
* orbital gap: 10.22 eV
* multiplicity: 1
* energy above the lowest of the compared OMol25 structures with the same formula, charge and spin: 23.5 kcal/mol
* SMILES: C#C[C@H]1COC(=O)C1.CCOCC.CCOCC.CCOCC.CCOCC

No. 2
A structure of composition C22H47Cl2NO2P2Tc in a non-equilibrium geometry. Source: OMol25; level of theory: the ωB97M-V functional and the def2-TZVPD basis.

Structure (XYZ):
```
77
Properties=species:S:1:pos:R:3:forces:R:3
Tc -0.31242 0.03862 -0.18865 1.1 1.0 1.5
Cl -0.02880 0.07700 -2.51978 0.5 -0.1 -0.2
P -0.82828 -2.21664 -0.44257 -0.7 -3.2 -0.7
C 0.40759 -3.11847 -1.56452 -0.3 0.3 -0.2
C -0.91023 -3.32726 1.07412 0.1 -0.1 -0.3
C -2.41037 -2.47362 -1.42060 0.7 0.2 0.1
C 1.80532 -2.56689 -1.47659 0.5 0.2 0.5
H 0.03063 -2.84938 -2.56116 -0.2 -0.4 0.1
C 0.50053 -4.62295 -1.35338 -0.2 -0.3 -0.4
H 1.10725 -4.88971 -0.47311 -0.3 0.2 -0.2
H 1.02451 -5.01288 -2.23616 -0.1 -0.1 0.2
H -0.47663 -5.10545 -1.30089 0.2 -0.1 0.1
H 1.92118 -1.61442 -2.00346 0.0 -0.3 0.4
H 2.59110 -3.25778 -1.81646 -0.5 0.0 -0.3
H 2.02422 -2.44989 -0.41551 0.1 0.1 -0.2
H -2.11941 -1.96884 -2.36353 -0.2 -0.2 0.4
C -3.61007 -1.73696 -0.81637 -0.3 0.2 -0.1
C -2.75290 -3.93728 -1.73082 -0.2 0.0 -0.2
H -2.11110 -4.36115 -2.51234 -0.1 0.1 0.3
H -3.78025 -3.96523 -2.11648 0.2 0.0 0.0
H -2.72892 -4.57992 -0.83848 0.0 0.2 -0.2
H -3.34373 -0.94323 -0.10711 0.0 -0.3 -0.1
H -4.29726 -2.43613 -0.32197 0.2 0.2 0.0
H -4.15602 -1.25998 -1.64181 -0.1 -0.1 0.3
C 0.35712 -3.17455 1.91197 0.2 0.4 0.5
H -0.91461 -4.34768 0.66431 -0.2 0.3 0.1
C -2.16389 -3.12163 1.92506 -0.1 0.0 0.1
H 1.26407 -3.57814 1.43667 -0.3 0.1 0.0
H 0.24021 -3.64722 2.89879 -0.1 -0.2 -0.4
H 0.52783 -2.11451 2.11900 0.0 -0.4 0.0
H -2.37697 -2.05930 2.09829 0.0 -0.4 -0.1
H -1.98558 -3.57680 2.90802 -0.1 0.0 -0.2
H -3.03820 -3.61491 1.48404 0.1 0.2 0.0
Cl -1.44958 0.17298 1.81629 0.0 -0.1 0.0
H -1.77753 0.37094 -0.74333 -0.1 0.0 0.0
P -0.10812 2.44445 -0.39833 0.7 2.1 -0.3
C -0.96396 3.27201 -1.85494 0.4 -0.5 0.2
C -0.50278 3.57687 1.03858 0.1 0.0 -0.4
C 1.71376 2.72256 -0.86860 -0.6 -0.1 -0.1
C -2.33772 2.67536 -2.16621 -0.1 -0.1 -0.1
H -0.27020 3.01018 -2.67462 -0.3 0.2 0.2
C -1.06751 4.79415 -1.74393 0.0 0.2 -0.2
H -1.90921 5.09287 -1.10403 0.3 -0.1 -0.1
H -1.27826 5.17216 -2.75331 0.0 0.0 0.2
H -0.15148 5.29002 -1.40377 -0.3 -0.2 0.0
H -2.24381 1.69947 -2.65040 0.0 0.1 0.1
H -2.86246 3.34893 -2.85633 0.0 -0.2 0.1
H -2.95561 2.55294 -1.26677 0.1 0.1 -0.2
H 1.72706 2.14446 -1.81582 0.2 0.5 0.3
C 2.68152 2.07590 0.08730 0.4 -0.6 0.9
C 2.16344 4.15441 -1.06373 0.0 0.2 -0.5
H 1.77817 4.56034 -1.99879 0.0 0.3 0.1
H 3.26060 4.13532 -1.12151 -0.3 0.2 -0.1
H 1.89069 4.78425 -0.20515 0.0 -0.1 -0.3
H 2.12731 1.47951 0.80890 0.4 0.1 -0.3
H 3.28392 2.74085 0.72969 -0.3 0.3 -0.6
H 3.34134 1.38886 -0.46971 -0.3 0.8 0.5
C -1.98633 3.43889 1.40487 -0.2 0.0 0.1
H -0.32751 4.58992 0.63848 -0.1 -0.3 0.1
C 0.40922 3.38902 2.24944 0.1 -0.2 0.3
H -2.63396 4.03972 0.75421 0.1 -0.2 0.1
H -2.13045 3.78800 2.43390 0.0 0.0 -0.2
H -2.31637 2.39179 1.38694 0.0 0.4 -0.1
H 0.43886 2.34953 2.61132 0.0 0.3 -0.2
H 0.00428 4.00204 3.06697 0.1 -0.1 -0.1
H 1.43445 3.73796 2.06399 -0.2 -0.2 -0.1
O 1.05112 0.26069 3.34759 1.6 -0.7 -1.9
C 1.87465 -0.17562 2.52395 -1.4 -0.5 0.1
C 3.29868 -0.51315 2.89268 -0.3 -0.1 -0.1
C 3.81715 -1.31169 1.69333 0.4 0.6 0.2
C 2.96943 -0.75350 0.57650 -1.1 0.2 0.9
O 3.33016 -0.52648 -0.56313 -0.2 -0.6 0.8
N 1.68769 -0.47321 1.14670 0.0 0.9 -0.5
H 3.77418 0.46612 3.02206 0.4 -0.3 0.1
H 3.28431 -1.06271 3.82555 0.2 0.1 0.3
H 4.85842 -1.09639 1.48452 0.3 -0.4 0.0
H 3.61655 -2.38758 1.82017 0.2 0.3 -0.1
```
Forces are in eV/Å.

## Properties
* total energy: -74984.4066 eV
* orbital gap (alpha / beta): 9.07 / 7.17 eV
* multiplicity: 4
* energy above the lowest of the compared OMol25 structures with the same formula, charge and spin: 8.7 kcal/mol

No. 3
A structure of composition C22H47Cl9HfN4O9 in a non-equilibrium geometry. Source: OMol25; level of theory: the ωB97M-V functional and the def2-TZVPD basis.

Structure (XYZ):
```
92
Properties=species:S:1:pos:R:3:forces:R:3
C -0.12197 -3.77616 5.47563 -1.1 0.3 0.1
C -0.02065 -5.06859 4.68882 0.5 -0.2 -2.8
C -0.57777 -4.95637 3.12996 -0.4 -1.0 0.8
N -0.82892 -6.33740 2.41120 -0.3 -1.0 0.4
C -2.02727 -7.10434 2.97750 0.3 1.0 -0.6
C 0.37646 -7.32586 2.49633 0.6 3.6 0.1
C 0.37253 -8.11429 1.23486 -1.0 -0.9 -0.5
C -0.63388 -7.45213 0.21104 0.5 -1.1 0.6
C -1.04220 -6.18730 0.89380 -0.6 1.1 0.2
H -1.17349 -3.59148 5.69536 -0.1 0.0 0.2
H 0.18251 -2.86290 4.96440 0.5 -0.3 -0.2
H 0.38519 -3.82630 6.43915 0.1 -0.2 -0.2
H -0.45423 -5.92268 5.20904 -0.5 0.2 -0.1
H 1.01781 -5.36500 4.54103 0.2 0.1 0.2
H 0.03071 -4.41186 2.40791 0.9 -0.2 0.5
H -1.50428 -4.39179 3.02540 -0.5 -0.4 0.5
H -1.87956 -7.23975 4.04892 -0.2 0.0 -0.2
H -2.11158 -8.05710 2.45477 0.2 0.0 0.2
H -2.90704 -6.52066 2.70651 -0.1 0.0 0.5
H 0.46549 -7.81371 3.46699 -0.5 -0.2 -0.2
H 1.16668 -6.57583 2.46310 0.6 -0.3 0.1
H -0.03848 -9.06678 1.56944 0.5 -0.5 -0.9
H 1.38556 -8.15914 0.83506 -0.2 -0.5 0.1
H -1.48706 -8.09965 0.00882 0.0 -0.1 0.4
H -0.22217 -7.28621 -0.78449 0.3 0.2 0.3
H -2.08613 -5.94158 0.69903 -0.1 0.0 0.3
H -0.48286 -5.34442 0.48786 0.3 0.1 0.6
C 5.04239 2.33304 -3.75856 -0.7 -0.4 0.5
C 4.52060 1.89300 -5.12830 1.6 -0.3 -1.2
C 4.72776 0.37970 -5.40431 -1.1 0.0 -0.6
N 4.22330 -0.10564 -6.78512 0.2 0.0 -0.3
C 2.69949 -0.28885 -6.77691 1.8 0.5 -0.2
C 4.84367 -1.46992 -7.13384 0.3 -0.2 -1.5
C 4.83987 -1.56337 -8.71229 -0.3 -0.5 1.6
C 4.76577 -0.14764 -9.15639 0.8 1.5 -1.8
C 4.77839 0.78243 -7.97192 0.0 -0.9 0.6
H 5.26150 3.39612 -3.65885 -0.4 0.0 -0.4
H 5.97855 1.86448 -3.45497 -0.1 -0.4 -0.3
H 4.28227 2.06303 -3.02547 0.2 0.1 0.4
H 5.13452 2.43038 -5.85109 0.0 0.0 -0.3
H 3.49613 2.16735 -5.37986 -0.1 0.1 0.5
H 4.09304 -0.19237 -4.72758 0.4 -0.2 0.3
H 5.75228 0.00789 -5.38928 0.0 0.5 0.4
H 2.45136 -0.71442 -7.74923 -0.4 0.3 0.1
H 2.30351 0.70828 -6.58451 -0.4 -0.3 -0.2
H 2.49239 -0.99925 -5.97657 -0.2 0.2 -0.1
H 4.36596 -2.34743 -6.69809 -0.4 0.5 0.4
H 5.89061 -1.51102 -6.83332 -0.1 0.5 0.3
H 3.98209 -2.11657 -9.09476 0.3 -0.3 0.1
H 5.79808 -2.00417 -8.98728 -0.4 -0.3 -0.2
H 4.00647 0.11345 -9.89355 -0.7 -0.4 0.5
H 5.63585 0.06942 -9.77602 0.3 0.2 0.2
H 4.27220 1.71754 -8.21156 -0.4 -0.1 0.8
H 5.79911 1.00538 -7.66122 -0.1 0.0 0.1
Hf -6.40988 3.55473 -2.92944 -0.2 0.1 0.2
Cl -8.36698 -2.22179 0.12969 0.6 -1.6 0.3
O -8.14968 -0.83855 -0.11480 0.3 1.8 -0.3
O -9.64624 -2.34993 0.75112 -0.2 -0.3 -0.7
O -8.21761 -2.83026 -1.19956 -0.3 0.1 1.8
O -7.39959 -2.73464 1.08264 -0.3 0.1 -1.2
C -0.78091 1.94325 1.40659 -0.2 0.2 0.2
C -1.02616 1.63970 -0.04641 -4.3 0.8 1.2
O -2.42395 1.74103 -0.45202 4.5 -0.3 0.6
H -1.11201 2.93528 1.71376 -0.4 0.1 -0.3
H 0.27463 1.95353 1.67831 0.0 -0.5 -0.2
H -1.35152 1.22136 1.99086 0.2 0.0 0.3
H -0.63011 0.67687 -0.36922 -0.1 -0.8 -0.6
H -0.37279 2.26384 -0.65606 0.1 0.7 -1.1
C 4.89773 5.70519 4.78248 0.9 -0.1 0.8
Cl 3.53581 6.09018 3.73053 0.2 0.1 0.2
Cl 5.41086 7.06431 5.83708 -0.5 -0.3 -0.7
Cl 4.47101 4.36098 5.87703 -0.1 0.1 -0.3
Cl 6.32134 5.21989 3.82892 -0.4 0.1 0.0
C -2.06745 6.51422 9.14257 0.6 -0.1 0.3
Cl -1.86544 5.85549 10.79014 -0.2 0.1 -0.6
Cl -0.85664 7.78245 8.93493 0.1 0.0 0.0
Cl -1.71457 5.22589 7.93590 -0.5 0.4 0.4
Cl -3.64461 7.26104 8.95844 0.0 -0.5 -0.1
C -7.26333 3.72071 4.53575 -0.6 -0.3 -0.1
N -7.57473 4.59211 3.37167 0.6 1.3 -1.5
O -7.16404 4.25552 2.24130 -0.4 -0.2 1.4
O -8.11644 5.65961 3.57352 0.1 -0.9 0.1
H -7.94383 4.01633 5.33426 0.3 0.0 0.0
H -6.20948 3.86078 4.77635 -0.2 0.1 0.0
H -7.46315 2.69358 4.23048 0.2 0.1 0.0
C -1.65797 9.42596 0.59714 -0.2 0.6 0.8
N -2.58135 8.26035 0.86872 0.5 0.5 0.5
O -2.80194 8.00530 2.04262 -0.2 -0.2 -1.2
O -2.97470 7.63325 -0.11069 0.1 0.2 0.8
H -1.51141 10.03502 1.48914 -0.2 -0.6 0.4
H -2.14418 10.13733 -0.07043 0.3 -0.7 -0.7
H -0.68880 8.99840 0.34023 -0.3 0.2 -0.6
```
Forces are in eV/Å.

## Properties
* total energy: -161903.0552 eV
* orbital gap: 1.14 eV
* multiplicity: 1
* net charge: +4